No. 1
# C21H26N5O9

A 2-piece molecular cluster, C21H26N5O9 overall at a distorted geometry (ωB97M-V/def2-TZVPD, the Open Molecules 2025 dataset).

Gap between HOMO and LUMO: 2.9 eV
HOMO: -3.39 eV
Total charge: -1
LUMO energy: -0.46 eV
ΔE to the lowest compared entry with this formula, charge and spin: 3.1 kcal/mol
DFT total energy: -48065.183 eV

Positions of all 61 atoms, in Å:
C 3.5451 1.4147 -0.2750
C 2.1889 2.0340 -0.4731
O 1.3137 1.3387 0.4528
C 0.0973 1.9360 0.5321
C -0.6402 1.4445 1.6876
C -1.9162 2.0072 2.0629
O -2.6391 1.4073 2.8929
C -2.4427 3.3677 1.5956
C -3.2879 3.3059 0.3310
C -4.5667 2.4502 0.4586
C -4.4946 1.1144 -0.3114
C -4.5571 -0.1026 0.6277
C -3.6221 -1.2348 0.1910
C -2.1420 -1.0037 0.5467
C -1.8072 -1.3155 2.0076
C -0.3417 -1.0162 2.3537
C 0.0289 0.4547 2.5889
O -0.2402 2.7906 -0.2814
H 4.2827 1.6347 -1.0522
H 3.9808 1.6966 0.6904
H 3.4332 0.3280 -0.2372
H 2.1260 3.0991 -0.2094
H 1.7877 1.8519 -1.4744
H -3.0668 3.7432 2.4084
H -1.6087 4.0593 1.4441
H -3.5930 4.3379 0.0788
H -2.6312 2.9357 -0.4698
H -4.7814 2.2583 1.5221
H -5.4252 3.0226 0.0671
H -5.3407 1.0649 -1.0169
H -3.5889 1.0759 -0.9363
H -4.3344 0.2194 1.6584
H -5.5912 -0.4703 0.6298
H -3.9539 -2.1639 0.6691
H -3.6804 -1.3541 -0.8999
H -1.4913 -1.6067 -0.1126
H -1.8427 0.0396 0.3417
H -2.4560 -0.7092 2.6602
H -2.0575 -2.3777 2.1968
H -0.1071 -1.5342 3.2931
H 0.3287 -1.3771 1.5577
H 1.1188 0.5289 2.4440
H -0.1970 0.7278 3.6366
O 5.9417 -2.9362 -4.8147
N 5.6705 -2.6544 -3.6596
C 4.5144 -2.3944 -2.9506
C 4.8639 -2.0750 -1.6386
N 6.2231 -2.0898 -1.4795
O 6.7105 -2.4723 -2.7078
C 3.8037 -1.8722 -0.6769
N 4.0453 -1.9554 0.7809
O 5.0615 -2.5338 1.2558
O 3.1424 -1.4519 1.5039
C 2.4677 -1.6713 -1.1343
C 2.1751 -1.9935 -2.4665
N 0.9765 -2.5076 -2.9788
O -0.1675 -2.5070 -2.5521
O 1.3014 -3.2916 -4.0921
N 2.6561 -3.2580 -4.3719
C 3.1642 -2.4210 -3.4030
H 1.6630 -1.3383 -0.4923

---

No. 2
# C4H4OS

One molecule with the formula C4H4OS at a distorted geometry (ωB97M-V/def2-TZVPD, the Open Molecules 2025 dataset).

Gap between HOMO and LUMO (spin up / spin down): 7.2 / 7.2 eV
HOMO (spin up / spin down): -7.28 / -7.27 eV
LUMO energy (spin up / spin down): -0.10 / -0.11 eV
ΔE to the lowest compared entry with this formula, charge and spin: 117.1 kcal/mol
DFT total energy: -17090.065 eV

Positions of all 10 atoms, in Å:
C -0.5608 -0.5785 -1.1639
C -0.9288 0.6491 -0.7788
C 0.3093 -1.3801 -0.4296
C 0.6550 0.8675 0.8633
O 0.5469 1.7225 1.8433
S 1.0607 -0.7565 0.9751
H -0.9932 -1.0463 -2.0410
H -1.2507 1.5326 -1.2765
H 0.6045 -2.3665 -0.7329
H 0.5570 1.3562 2.7410

---

No. 3
# C51H61GeN3O2OsP2

C51H61GeN3O2OsP2 as an isolated structure (ωB97M-V/def2-TZVPD, the Open Molecules 2025 dataset).

Gap between HOMO and LUMO (spin up / spin down): 5.8 / 7.2 eV
HOMO (spin up / spin down): -5.22 / -6.72 eV
Multiplicity: 5
LUMO energy (spin up / spin down): 0.61 / 0.53 eV
ΔE to the lowest compared entry with this formula, charge and spin: 16.4 kcal/mol
DFT total energy: -139998.585 eV

Positions of all 121 atoms, in Å:
Os -0.0807 -0.6882 1.2100
C 2.1164 0.9467 5.4479
C 1.6328 0.0818 4.2866
C 0.7537 -1.0634 4.7984
P 0.7056 0.8988 2.8845
C 1.6792 2.4561 2.4697
C 0.7777 3.6570 2.1843
C 2.5531 2.1660 1.2414
C -0.8650 1.5052 3.5468
C -0.9160 2.4075 4.6100
C -2.0826 3.0339 5.0073
C -2.1262 3.9301 6.2163
C -3.2137 2.8005 4.2270
C -3.1912 1.9201 3.1678
C -2.0403 1.1665 2.8323
N -2.0158 0.2409 1.8012
C -3.2079 -0.1930 1.2611
C -4.2932 -0.5818 2.0765
C -5.5478 -0.8237 1.5706
C -5.8121 -0.6955 0.2043
C -7.1967 -0.8895 -0.3531
C -4.7320 -0.4468 -0.6168
C -3.4309 -0.2451 -0.1325
P -2.1468 -0.3141 -1.3990
C -2.2453 -2.0563 -2.0316
C -1.6665 -2.9754 -0.9495
C -3.6290 -2.5600 -2.4447
C -2.5568 0.9676 -2.6898
C -3.5593 0.6414 -3.7923
C -2.9158 2.2620 -1.9541
H 2.7685 0.3489 6.0888
H 1.2800 1.2882 6.0569
H 2.6917 1.8096 5.1136
H 2.5125 -0.3477 3.7919
H -0.1138 -0.6675 5.3302
H 1.3134 -1.7038 5.4835
H 0.3920 -1.6831 3.9746
H 2.3301 2.6859 3.3153
H -0.0240 3.3798 1.4937
H 1.3693 4.4526 1.7244
H 0.3126 4.0514 3.0847
H 1.9668 2.2804 0.3261
H 2.9242 1.1433 1.2444
H 3.4006 2.8538 1.1916
H 0.0040 2.6490 5.1295
H -1.1345 4.3092 6.4648
H -2.4985 3.3815 7.0855
H -2.7909 4.7802 6.0561
H -4.1326 3.3342 4.4466
H -4.0827 1.8077 2.5695
H -4.1224 -0.6598 3.1424
H -6.3490 -1.1021 2.2466
H -7.9524 -0.5432 0.3519
H -7.3937 -1.9465 -0.5516
H -7.3274 -0.3470 -1.2894
H -4.8986 -0.4114 -1.6856
H -1.6033 -2.0848 -2.9039
H -2.1733 -2.8201 0.0069
H -0.6004 -2.8122 -0.7966
H -1.8084 -4.0175 -1.2427
H -4.2933 -2.6421 -1.5855
H -3.5115 -3.5564 -2.8743
H -4.0967 -1.9276 -3.1976
H -1.5809 1.1188 -3.1589
H -4.5773 0.5654 -3.4104
H -3.3022 -0.2794 -4.3147
H -3.5503 1.4522 -4.5246
H -3.9298 2.2169 -1.5544
H -2.8531 3.1116 -2.6362
H -2.2351 2.4452 -1.1194
O 0.5973 -2.8237 1.5608
N 1.8221 -3.0743 1.8127
N 2.6311 -2.1299 1.5408
O 2.2580 -0.9908 1.0172
C 4.0096 -2.3191 1.8401
C 4.8611 -1.2237 1.8093
C 6.2093 -1.3982 2.0763
C 6.7105 -2.6582 2.3641
C 5.8566 -3.7539 2.3743
C 4.5090 -3.5923 2.1146
H 4.4646 -0.2495 1.5659
H 6.8760 -0.5464 2.0514
H 7.7643 -2.7830 2.5774
H 6.2504 -4.7406 2.5805
H 3.8277 -4.4300 2.1072
C -0.4798 0.0038 -0.8935
Ge 0.9132 -0.2204 -2.3284
C 0.3557 -1.2489 -3.9430
C 0.7290 -2.5810 -4.1131
C 0.2805 -3.3214 -5.1986
C -0.5499 -2.7385 -6.1436
C -0.8925 -1.3988 -6.0176
C -0.4359 -0.6641 -4.9340
C 1.2293 1.5927 -3.0686
C 0.9470 2.7628 -2.3680
C 1.1327 4.0106 -2.9481
C 1.6112 4.1068 -4.2461
C 1.9153 2.9524 -4.9546
C 1.7276 1.7099 -4.3676
C 2.6838 -0.9900 -1.9255
C 2.8552 -2.3203 -1.5494
C 4.1213 -2.8782 -1.4722
C 5.2408 -2.1119 -1.7694
C 5.0842 -0.7822 -2.1283
C 3.8133 -0.2269 -2.2065
H -0.4385 1.0809 -0.6936
H 1.3834 -3.0468 -3.3875
H 0.5871 -4.3542 -5.3097
H -0.9155 -3.3198 -6.9806
H -1.5115 -0.9259 -6.7709
H -0.6940 0.3862 -4.8697
H 0.5742 2.7058 -1.3502
H 0.9003 4.9068 -2.3861
H 1.7450 5.0781 -4.7053
H 2.2955 3.0189 -5.9665
H 1.9669 0.8115 -4.9254
H 1.9905 -2.9233 -1.2891
H 4.2355 -3.9135 -1.1746
H 6.2290 -2.5513 -1.7177
H 5.9497 -0.1733 -2.3596
H 3.6966 0.8142 -2.4844